98
Properties=species:S:1:pos:R:3 method="wB97M-V/def2-TZVPD" smiles=c1cc[nH]c1.c1cc[nH]c1.c1cc[nH]c1.c1cc[nH]c1.c1cc[nH]c1.CCCC#N.CCCC#N.CCCC#N.CCCC#N homo_lumo_gap_ev=7.65 homo_energy_ev=-7.69 e_tot_ha=-1896.12458 mol_weight_g_mol=611.88
C 22.852 -30.569 1.699
C 22.568 -31.547 0.730
C 23.754 -32.129 0.349
N 24.691 -31.592 1.099
C 24.255 -30.590 1.880
H 22.194 -30.024 2.359
H 21.616 -31.812 0.293
H 23.865 -33.017 -0.256
H 25.677 -31.661 0.891
H 24.922 -30.114 2.583
C 18.796 -27.372 -2.210
C 17.644 -27.996 -1.885
C 16.548 -27.385 -2.564
N 17.058 -26.344 -3.329
C 18.414 -26.507 -3.234
H 19.781 -27.661 -1.874
H 17.476 -28.897 -1.314
H 15.532 -27.753 -2.576
H 16.598 -25.783 -4.032
H 18.995 -25.969 -3.968
C 13.134 -32.111 -5.209
C 12.159 -32.399 -6.162
C 11.470 -33.456 -5.697
N 11.950 -33.825 -4.444
C 12.989 -33.008 -4.134
H 13.876 -31.360 -5.433
H 11.944 -31.906 -7.098
H 10.695 -34.030 -6.184
H 11.507 -34.574 -3.932
H 13.456 -33.131 -3.168
C 21.128 -20.803 -6.989
C 20.951 -19.446 -7.482
C 21.632 -18.644 -6.623
N 22.126 -19.418 -5.560
C 21.859 -20.756 -5.839
H 20.930 -21.683 -7.581
H 20.529 -19.178 -8.440
H 21.881 -17.593 -6.643
H 22.789 -19.083 -4.876
H 22.429 -21.511 -5.318
C 24.117 -30.997 -10.553
C 23.100 -31.328 -11.418
C 22.599 -30.215 -11.951
N 23.265 -29.196 -11.386
C 24.253 -29.626 -10.565
H 24.862 -31.698 -10.208
H 22.722 -32.318 -11.625
H 21.886 -30.023 -12.739
H 23.084 -28.209 -11.505
H 24.956 -28.993 -10.045
C 19.359 -32.546 -5.646
C 19.505 -31.129 -6.253
C 20.905 -30.560 -6.200
C 20.944 -29.230 -6.684
N 20.937 -28.102 -7.045
H 19.370 -32.648 -4.561
H 20.248 -33.041 -6.035
H 18.479 -33.028 -6.072
H 18.720 -30.618 -5.695
H 19.184 -31.161 -7.294
H 21.491 -31.173 -6.885
H 21.434 -30.686 -5.255
C 13.684 -38.405 -8.662
C 15.199 -38.369 -8.919
C 16.086 -38.071 -7.644
C 16.338 -39.313 -6.942
N 16.469 -40.308 -6.455
H 13.247 -37.420 -8.498
H 13.369 -39.045 -7.838
H 13.263 -38.870 -9.553
H 15.383 -37.730 -9.783
H 15.525 -39.359 -9.238
H 15.562 -37.528 -6.857
H 17.060 -37.663 -7.915
C 25.786 -28.592 -3.540
C 26.851 -27.918 -4.548
C 28.124 -28.716 -4.797
C 28.374 -29.719 -3.649
N 28.525 -30.459 -2.729
H 26.234 -28.525 -2.549
H 25.639 -29.631 -3.835
H 24.836 -28.061 -3.482
H 27.097 -26.967 -4.076
H 26.401 -27.768 -5.530
H 28.910 -27.967 -4.894
H 27.970 -29.366 -5.659
C 17.321 -35.011 -13.410
C 16.703 -33.555 -13.274
C 16.028 -33.048 -12.010
C 15.257 -31.921 -12.251
N 14.549 -30.988 -12.418
H 16.531 -35.740 -13.590
H 17.949 -35.188 -12.538
H 18.006 -35.185 -14.240
H 16.013 -33.426 -14.108
H 17.327 -32.694 -13.514
H 16.712 -32.733 -11.222
H 15.448 -33.870 -11.590

---

53
Properties=species:S:1:pos:R:3 method="wB97M-V/def2-TZVPD" homo_lumo_gap_ev=8.46 homo_energy_ev=-8.31 e_tot_ha=-7472.78503 mol_weight_g_mol=572.02
Ni 0.140 0.519 -0.602
C 2.055 1.415 6.033
C 2.246 0.872 4.644
C 3.514 0.759 4.087
C 3.688 0.296 2.790
C 2.579 -0.063 2.043
C 1.303 0.035 2.584
C 1.143 0.499 3.876
S 2.776 -0.613 0.369
O 2.065 -1.873 0.232
O 4.193 -0.620 0.113
N 2.026 0.452 -0.564
C 2.535 1.827 -0.494
C 1.458 2.774 0.023
O 1.714 3.894 0.401
O 0.251 2.251 0.042
H 2.983 1.378 6.603
H 1.296 0.851 6.577
H 1.727 2.455 5.995
H 4.380 1.040 4.673
H 4.672 0.211 2.351
H 0.439 -0.243 1.992
H 0.148 0.582 4.295
H 2.805 2.172 -1.496
H 3.432 1.924 0.118
C -3.439 0.539 0.492
As -2.099 0.826 -0.877
C -2.502 2.605 -1.507
C -2.644 -0.365 -2.306
C -3.852 -0.235 -2.984
C -4.165 -1.106 -4.016
C -3.273 -2.111 -4.370
C -2.071 -2.246 -3.693
C -1.746 -1.374 -2.658
As -0.105 -1.520 -1.608
C -0.482 -3.136 -0.613
C 1.240 -2.034 -2.888
H -4.434 0.652 0.064
H -3.291 1.272 1.282
H -3.329 -0.462 0.905
H -3.568 2.729 -1.689
H -1.940 2.784 -2.421
H -2.156 3.300 -0.744
H -4.549 0.551 -2.717
H -5.101 -0.999 -4.549
H -3.516 -2.789 -5.178
H -1.385 -3.036 -3.977
H -0.707 -3.945 -1.307
H -1.343 -2.966 0.032
H 0.392 -3.370 -0.014
H 0.923 -2.908 -3.456
H 2.146 -2.257 -2.331
H 1.426 -1.195 -3.555

---

174
Properties=species:S:1:pos:R:3 method="wB97M-V/def2-TZVPD" homo_lumo_gap_ev=10.51 homo_energy_ev=-10.13 e_tot_ha=-6823.98388 mol_weight_g_mol=1639.00
C -3.320 -0.336 -6.722
C -4.284 -1.197 -5.840
O -5.111 -0.255 -5.095
C -4.804 0.110 -3.871
O -3.914 -0.374 -3.161
C -5.660 1.279 -3.357
F -6.729 1.323 -4.118
F -6.078 1.102 -2.048
F -5.066 2.475 -3.551
H -2.792 0.498 -6.260
H -3.756 -0.006 -7.664
H -2.520 -1.028 -6.985
H -3.757 -1.872 -5.166
H -4.891 -1.818 -6.499
C 1.283 1.709 6.910
C 1.970 1.792 5.566
O 3.257 1.140 5.701
C 4.252 1.615 4.864
O 4.049 2.520 4.057
C 5.604 0.959 5.084
F 5.384 -0.322 5.484
F 6.513 1.211 4.162
F 6.083 1.546 6.156
H 1.169 0.656 7.166
H 0.320 2.218 6.870
H 1.910 2.221 7.641
H 2.042 2.858 5.353
H 1.490 1.284 4.729
C -5.169 -5.195 -3.347
C -4.921 -3.699 -3.213
O -5.935 -3.170 -2.306
C -5.678 -3.101 -0.981
O -4.642 -3.475 -0.423
C -6.756 -2.466 -0.159
F -7.089 -3.291 0.797
F -6.393 -1.358 0.372
F -7.789 -2.201 -0.965
H -6.195 -5.521 -3.517
H -4.888 -5.774 -2.468
H -4.665 -5.556 -4.244
H -5.229 -3.232 -4.148
H -3.942 -3.334 -2.902
C 2.057 4.036 -6.664
C 3.035 2.834 -6.500
O 2.966 2.263 -5.197
C 3.551 1.114 -5.009
O 4.237 0.539 -5.895
C 3.275 0.493 -3.647
F 2.539 1.391 -2.962
F 2.610 -0.672 -3.767
F 4.432 0.451 -2.998
H 1.308 3.769 -7.409
H 2.499 5.003 -6.908
H 1.572 4.117 -5.691
H 4.046 3.085 -6.820
H 2.749 2.032 -7.181
C 2.610 4.376 -2.284
C 1.174 4.190 -2.044
O 0.572 5.042 -2.958
C -0.587 4.702 -3.588
O -1.382 3.777 -3.297
C -0.825 5.561 -4.862
F -2.124 5.943 -4.869
F -0.037 6.574 -5.049
F -0.747 4.729 -5.928
H 3.257 3.631 -1.821
H 3.025 5.267 -1.811
H 2.877 4.270 -3.335
H 0.888 4.555 -1.058
H 0.956 3.128 -2.162
C -9.060 -0.481 3.137
C -9.015 1.094 3.182
O -7.684 1.550 2.852
C -7.369 1.697 1.545
O -8.160 1.453 0.603
C -6.006 2.395 1.298
F -5.184 1.555 0.809
F -6.170 3.508 0.550
F -5.447 2.806 2.460
H -10.058 -0.916 3.206
H -8.444 -0.877 3.944
H -8.637 -0.862 2.209
H -9.307 1.407 4.185
H -9.753 1.535 2.513
C -2.558 -0.288 -0.323
C -1.712 0.077 0.863
O -0.434 0.475 0.466
C 0.639 0.309 1.239
O 0.706 -0.226 2.377
C 1.933 0.949 0.652
F 2.600 1.609 1.524
F 2.752 -0.004 0.151
F 1.641 1.775 -0.384
H -2.051 -0.944 -1.030
H -2.896 0.591 -0.873
H -3.418 -0.871 0.004
H -1.634 -0.800 1.505
H -2.108 0.855 1.516
C 0.210 -1.836 4.760
C -0.885 -0.784 4.912
O -2.018 -1.236 4.254
C -3.185 -0.528 4.353
O -3.282 0.440 5.021
C -4.411 -1.187 3.537
F -5.174 -0.221 3.114
F -4.007 -1.832 2.449
F -5.059 -1.974 4.407
H 0.139 -2.663 5.467
H 1.200 -1.412 4.930
H 0.275 -2.355 3.803
H -0.639 0.133 4.377
H -1.151 -0.485 5.926
C -1.987 -4.750 1.400
C -0.574 -4.158 1.055
O -0.713 -3.597 -0.248
C 0.304 -3.077 -0.875
O 1.452 -3.097 -0.442
C 0.004 -2.589 -2.333
F -1.199 -2.966 -2.696
F 0.172 -1.262 -2.408
F 0.920 -3.179 -3.159
H -2.306 -5.348 0.546
H -2.736 -3.975 1.559
H -1.872 -5.337 2.312
H 0.189 -4.936 1.049
H -0.134 -3.437 1.744
C -2.265 4.275 4.474
O -1.191 4.926 3.804
C -0.200 4.308 3.166
O -0.174 3.110 2.933
O 0.687 5.269 2.842
C 1.800 4.986 2.003
H -2.778 3.543 3.849
H -3.006 4.953 4.897
H -1.818 3.622 5.223
H 1.508 4.804 0.969
H 2.381 4.131 2.349
H 2.345 5.922 1.875
C 6.470 -5.350 -2.693
O 6.746 -5.355 -1.349
C 6.435 -4.361 -0.471
O 6.542 -4.417 0.771
O 5.902 -3.235 -1.132
C 5.468 -2.115 -0.387
H 6.825 -6.219 -3.247
H 6.713 -4.443 -3.247
H 5.380 -5.353 -2.672
H 4.405 -2.257 -0.192
H 5.491 -1.231 -1.025
H 6.047 -1.872 0.504
C 2.750 -5.964 0.901
O 2.469 -4.809 1.679
C 3.393 -3.995 2.258
O 4.588 -4.249 2.418
O 2.852 -2.829 2.318
C 3.523 -1.746 2.907
H 1.867 -6.587 0.762
H 3.427 -6.649 1.411
H 3.224 -5.764 -0.060
H 4.343 -1.508 2.231
H 4.030 -2.080 3.812
H 2.881 -0.883 3.087
C 9.330 2.225 -1.348
O 8.046 2.540 -1.868
C 6.966 2.293 -1.169
O 5.813 2.741 -1.357
O 7.235 1.427 -0.158
C 6.183 0.995 0.721
H 9.467 2.883 -0.490
H 10.105 2.501 -2.064
H 9.413 1.189 -1.020
H 5.766 1.899 1.164
H 6.630 0.249 1.378
H 5.400 0.626 0.057